1.
Entry from the OMol25 dataset: one molecule with the formula C4H7N3 (the ωB97M-V functional and the def2-TZVPD basis).

The geometry in XYZ format:
```
14
Properties=species:S:1:pos:R:3:mulliken_charge:R:1
C 0.645 -0.507 0.292 0.197
C -1.470 -0.069 0.037 -0.930
C 0.716 0.658 -0.384 -1.442
H 2.202 -1.943 0.630 0.363
N -1.184 2.046 -1.235 -0.574
H -2.544 -0.206 0.103 0.391
H 1.892 -0.960 1.941 0.342
H -2.018 1.896 -1.789 0.249
H 2.527 -0.292 0.536 0.410
N -0.611 -0.972 0.710 -0.262
N 1.889 -1.011 0.917 -0.203
C -0.715 0.892 -0.577 0.952
H -0.440 2.421 -1.810 0.272
H -0.847 -1.957 0.623 0.234
```

Properties
Kohn-Sham gap	7.05	eV
HOMO level	-6.943	eV
LUMO	0.109	eV

***

2.
Entry from the OMol25 dataset: one molecule with the formula C4H7N3 (the ωB97M-V functional and the def2-TZVPD basis).

The geometry in XYZ format:
```
14
Properties=species:S:1:pos:R:3:mulliken_charge:R:1
N 2.093 -0.654 0.497 -0.473
H 1.085 1.878 -0.068 0.361
H 2.404 -1.565 0.192 0.244
C -0.211 -1.033 -0.311 -0.460
C -1.387 -0.153 -0.445 0.265
C 0.823 -0.290 0.120 0.309
H -2.782 -1.406 -0.517 0.220
N -2.636 -0.398 -0.528 -0.775
H -1.577 1.845 -0.127 0.279
H 0.236 1.320 1.392 0.224
H 2.801 0.059 0.402 0.236
H -0.226 -2.099 -0.499 0.341
N -0.891 1.156 -0.401 -0.320
C 0.370 1.139 0.313 -0.449
```

Properties
Kohn-Sham gap	9.20	eV
HOMO level	-8.386	eV
LUMO	0.815	eV
SMILES	[H]/N=C1\C=C(N)CN1

***

3.
Entry from the OMol25 dataset: C4H7N3 as an isolated structure (the ωB97M-V functional and the def2-TZVPD basis).

The geometry in XYZ format:
```
14
Properties=species:S:1:pos:R:3:mulliken_charge:R:1
N 2.351 -0.143 -0.372 0.251
C 0.687 -0.160 0.977 -0.306
C 2.104 -0.426 0.932 -0.684
H 0.064 -0.342 1.846 0.408
H 1.629 0.615 1.500 0.229
H -2.168 0.263 0.930 0.265
C 0.256 0.160 -0.365 0.636
H 3.258 -0.169 -0.810 0.195
N 1.288 0.136 -1.174 -0.780
N -1.010 0.501 -0.797 -0.268
H -2.188 -1.164 -0.134 0.306
H -3.068 0.319 -0.584 0.340
H -1.073 0.495 -1.806 0.283
C -2.158 -0.064 -0.114 -0.877
```

Properties
Kohn-Sham gap	9.43	eV
HOMO level	-8.491	eV
LUMO	0.935	eV

***

4.
Entry from the OMol25 dataset: one molecule with the formula C4H7N3 (the ωB97M-V functional and the def2-TZVPD basis).

The geometry in XYZ format:
```
14
Properties=species:S:1:pos:R:3:mulliken_charge:R:1
N -0.729 0.607 -0.333 -0.264
H 0.923 1.668 0.358 0.243
H -0.522 1.751 1.369 0.394
H -0.176 -0.603 2.115 0.275
N -1.954 -1.571 -2.687 -0.374
H 1.269 -1.317 -1.860 0.220
H 1.213 -0.782 1.032 0.349
C -0.210 -0.305 -1.196 0.681
C 0.099 1.077 0.770 -0.395
H -1.724 0.765 -0.329 0.246
C 0.644 -0.067 1.629 -1.087
N 1.041 -0.563 -1.223 -0.677
H 1.324 0.327 2.389 0.338
C -1.197 -0.987 -2.035 0.052
```

Properties
Kohn-Sham gap	10.42	eV
HOMO level	-9.643	eV
LUMO	0.778	eV
SMILES	[H]/N=C(\C#N)NCC

***

The energy of each structure relative to the most stable one, in kJ/mol, is as follows: 1 330.7; 2 0.0; 3 310.0; 4 44.4.

***

1.
Entry from the OMol25 dataset: one molecule with the formula C4H7N3 (the ωB97M-V functional and the def2-TZVPD basis).

The geometry in XYZ format:
```
14
Properties=species:S:1:pos:R:3:mulliken_charge:R:1
H -1.088 -1.011 -2.318 0.257
H 1.076 1.597 1.300 0.301
H -0.796 -2.644 -1.479 0.260
H 0.344 2.502 -0.041 0.401
H 1.467 1.161 -0.361 0.319
N 0.139 -1.238 0.832 0.106
N -1.718 0.830 0.528 -0.627
H -1.905 1.806 0.746 0.273
H 2.039 -1.252 0.716 0.234
C -0.514 0.580 0.289 0.805
C -0.207 -0.936 -0.431 0.130
C -0.752 -1.564 -1.455 -0.751
N 1.250 -1.343 1.384 -0.513
C 0.666 1.513 0.290 -1.196
```

Properties
Kohn-Sham gap	9.05	eV
HOMO level	-8.808	eV
LUMO	0.240	eV
SMILES	[H]/N=N\C(=C)/C(C)=N/[H]

***

2.
Entry from the OMol25 dataset: one molecule with the formula C4H7N3 (the ωB97M-V functional and the def2-TZVPD basis).

The geometry in XYZ format:
```
14
Properties=species:S:1:pos:R:3:mulliken_charge:R:1
C -0.233 -2.144 0.529 -1.147
H -1.051 -0.648 -0.802 0.334
H 1.147 2.705 -1.332 0.266
N -1.679 3.208 0.248 -0.372
H 1.176 0.147 0.922 0.318
C 0.264 1.496 -0.160 0.346
H 0.660 -0.974 -1.053 0.322
N 1.261 1.796 -0.885 -0.585
H -0.520 -2.972 -0.128 0.348
H 0.721 -2.409 1.002 0.305
C -0.112 -0.861 -0.278 -0.309
C -0.874 2.403 0.034 0.267
H -0.986 -2.037 1.315 0.317
N 0.224 0.291 0.585 -0.409
```

Properties
Kohn-Sham gap	10.41	eV
HOMO level	-10.296	eV
LUMO	0.116	eV
SMILES	[H]/N=C(\C#N)NCC

***

The energy of each structure relative to the most stable one, in kJ/mol, is as follows: 1 334.9; 2 0.0.

***

1.
Entry from the OMol25 dataset: one molecule with the formula C4H7N3 (the ωB97M-V functional and the def2-TZVPD basis).

The geometry in XYZ format:
```
14
Properties=species:S:1:pos:R:3:mulliken_charge:R:1
H 2.150 1.151 0.529 0.384
H -0.117 -1.986 -0.486 0.198
H 1.717 -1.012 1.008 0.342
H -0.224 1.318 1.393 0.284
C -3.302 0.080 -0.008 -0.379
C 1.348 0.738 -0.034 -0.571
H 1.388 1.038 -1.114 0.277
N 0.021 1.149 0.439 -0.387
H 2.016 -0.972 -0.910 0.284
H -3.692 0.324 -0.947 0.149
C -0.790 -0.035 0.110 -0.043
N -2.039 0.136 0.005 0.079
C 1.484 -0.742 -0.001 -0.396
N 0.041 -1.187 0.015 -0.219
```

Properties
Kohn-Sham gap	7.78	eV
HOMO level	-7.035	eV
LUMO	0.747	eV

***

2.
Entry from the OMol25 dataset: one molecule with the formula C4H7N3 (the ωB97M-V functional and the def2-TZVPD basis).

The geometry in XYZ format:
```
14
Properties=species:S:1:pos:R:3:mulliken_charge:R:1
C 0.217 0.085 -0.391 0.133
H -1.269 -0.899 2.225 0.390
H -0.709 2.032 -0.392 0.192
H 0.716 -1.425 0.839 0.294
C -1.155 -0.408 1.287 -0.436
H 3.120 -0.061 -0.535 0.207
H 2.649 -1.437 -1.570 0.222
N 2.395 -0.710 -0.850 -0.540
H -2.801 1.056 1.077 0.268
N 1.239 0.039 -1.192 -0.536
H -1.654 0.857 -1.393 0.335
C -1.024 0.941 -0.520 -0.118
C -1.799 0.576 0.717 -0.368
N 0.074 -0.646 0.698 -0.045
```

Properties
Kohn-Sham gap	8.73	eV
HOMO level	-7.700	eV
LUMO	1.035	eV
SMILES	N/N=C1/CC=CN1

***

The energy of each structure relative to the most stable one, in kJ/mol, is as follows: 1 160.5; 2 0.0.

***

1.
Entry from the OMol25 dataset: C6H8IrN2O12 as an isolated structure (the ωB97M-V functional and the def2-TZVPD basis).

The geometry in XYZ format:
```
29
Properties=species:S:1:pos:R:3:mulliken_charge:R:1
O -0.634 -4.087 -0.379 -0.607
H 2.212 -0.514 -2.328 0.371
C -0.003 0.952 -3.680 0.622
O -1.140 -2.088 -1.029 -0.658
C -1.610 0.234 2.239 -0.462
N -0.399 -2.920 -0.464 1.280
O 1.671 0.478 0.593 -0.695
H 1.194 -1.372 2.564 0.300
O 0.160 -0.104 -3.101 -0.616
O -3.201 1.522 1.078 -0.496
H 2.245 -1.872 -1.361 0.361
O 0.684 -2.392 0.044 -0.727
H 2.807 -0.410 -0.762 0.397
O 2.068 1.492 2.537 -0.613
O 0.021 3.411 -2.638 -0.449
H -1.355 1.112 2.842 0.430
N 2.123 -0.863 -1.375 -0.431
Ir 0.389 -0.365 -0.648 1.953
O -0.541 -0.582 1.906 -0.387
O 0.313 1.723 -1.109 -0.688
C 1.516 0.616 1.923 0.513
H -3.480 1.842 0.206 0.384
O -0.161 1.503 -4.714 -0.457
C -2.150 0.736 0.935 0.560
H -2.377 -0.336 2.773 0.409
C 0.672 -0.417 2.627 -0.483
C 0.139 2.331 -2.178 0.519
H 0.519 -0.121 3.663 0.370
O -1.681 0.490 -0.163 -0.699
```

Properties
Kohn-Sham gap (spin up / spin down)	7.87 / 7.88	eV
spin multiplicity	2
HOMO level (spin up / spin down)	-8.222 / -9.168	eV
LUMO (spin up / spin down)	-0.351 / -1.287	eV

***

2.
Entry from the OMol25 dataset: C6H8IrN2O12 as an isolated structure (the ωB97M-V functional and the def2-TZVPD basis).

The geometry in XYZ format:
```
29
Properties=species:S:1:pos:R:3:mulliken_charge:R:1
C -1.130 2.006 2.128 -0.554
O -0.140 -2.368 0.049 -0.707
O -0.956 -0.440 1.622 -0.650
C -0.868 0.545 2.501 0.666
C 1.465 1.844 0.060 0.603
C -2.172 1.764 -1.794 0.534
H 0.715 3.838 0.253 0.413
O 1.077 0.710 -0.168 -0.749
O -0.527 -0.165 -2.412 -0.712
H -2.208 2.168 2.092 0.325
O -0.651 2.457 0.869 -0.372
H -2.265 -2.236 0.261 0.408
C 0.661 2.889 0.792 -0.501
O -0.651 0.323 3.672 -0.639
O 1.497 -1.751 -1.190 -0.552
O -2.746 2.669 -2.271 -0.433
O -0.986 1.359 -4.070 -0.413
N 1.005 -2.667 -0.555 1.132
O -2.150 1.082 -0.740 -0.725
Ir -0.745 -0.328 -0.350 2.290
H -3.219 -0.931 -0.106 0.323
H -0.714 2.606 2.938 0.336
O 1.452 -3.782 -0.431 -0.643
N -2.411 -1.475 -0.401 -0.629
C -0.995 0.784 -3.047 0.646
H 3.135 1.462 -0.681 0.391
O 2.692 2.210 -0.243 -0.490
H -2.610 -1.885 -1.309 0.300
H 1.146 3.025 1.767 0.401
```

Properties
Kohn-Sham gap (spin up / spin down)	9.07 / 7.07	eV
spin multiplicity	2
HOMO level (spin up / spin down)	-9.231 / -9.598	eV
LUMO (spin up / spin down)	-0.161 / -2.533	eV

***

The energy of each structure relative to the most stable one, in kJ/mol, is as follows: 1 77.7; 2 0.0.

***

1.
Entry from the OMol25 dataset: one molecule with the formula C3H6FN3 (the ωB97M-V functional and the def2-TZVPD basis).

The geometry in XYZ format:
```
13
Properties=species:S:1:pos:R:3:mulliken_charge:R:1
H -0.244 2.193 -1.996 0.321
C 0.905 -0.770 0.759 -0.208
C -0.675 0.618 -0.689 -0.274
H -1.317 -0.595 1.763 0.278
N -0.345 -0.521 0.091 0.084
N 2.116 -0.420 0.714 -0.647
N -1.557 -0.883 0.700 -0.695
H 0.747 -1.488 1.510 0.421
F 1.453 1.325 -1.398 -0.279
H 2.072 0.145 -0.132 0.473
H -1.683 0.791 -0.739 0.413
C 0.108 1.486 -1.251 -0.157
H -1.581 -1.882 0.668 0.269
```

Properties
Kohn-Sham gap	9.67	eV
HOMO level	-8.828	eV
LUMO	0.843	eV
SMILES	[H]/N=C\N(N)/C=C\F

***

2.
Entry from the OMol25 dataset: one molecule with the formula C3H6FN3 (the ωB97M-V functional and the def2-TZVPD basis).

The geometry in XYZ format:
```
13
Properties=species:S:1:pos:R:3:mulliken_charge:R:1
N 0.328 1.453 -0.706 -0.467
N 1.472 -0.858 -0.012 -0.420
H 0.382 -1.576 1.712 0.283
F -1.820 -0.983 1.487 -0.299
H 2.459 -1.023 0.399 0.235
C -0.881 -0.448 0.669 0.169
H 0.270 1.532 0.307 0.230
H 1.478 -0.290 -0.822 0.319
C -1.479 0.122 -0.466 -0.075
H -2.352 -0.465 -1.028 0.290
H 0.612 2.449 -1.058 0.279
C 0.413 -0.913 0.773 -0.113
N -0.882 1.000 -1.254 -0.431
```

Properties
Kohn-Sham gap	8.82	eV
HOMO level	-7.992	eV
LUMO	0.831	eV
SMILES	N/C=C(F)\C=N/N

***

3.
Entry from the OMol25 dataset: a 2-piece molecular cluster, C3H6FN3 overall (the ωB97M-V functional and the def2-TZVPD basis).

The geometry in XYZ format:
```
13
Properties=species:S:1:pos:R:3:mulliken_charge:R:1
H -1.489 0.829 -1.766 0.206
F 3.326 -1.417 -0.524 -0.240
H 1.421 1.572 -0.659 0.323
C 2.620 -0.347 -0.432 0.216
C 1.893 0.577 -0.650 -0.299
N -0.277 -1.071 0.447 -0.558
N -1.082 0.037 -1.260 -0.996
H -1.862 1.698 0.767 0.268
H -1.223 0.383 1.952 0.105
H -0.544 -1.269 1.460 0.244
H -0.453 -1.775 -0.272 0.273
N -0.907 0.029 -0.019 0.799
C -1.424 0.755 0.958 -0.341
```

Properties
Kohn-Sham gap	8.69	eV
HOMO level	-7.862	eV
LUMO	0.825	eV

***

The energy of each structure relative to the most stable one, in kJ/mol, is as follows: 1 52.3; 2 0.0; 3 407.6.